# 1
Below is a 2-piece molecular cluster, C13H11BrN2O2S overall at a distorted geometry, with properties calculated with ωB97M-V/def2-TZVPD.

Last column: Löwdin charge in e.
Element x y z (Å)
H -5.59 -1.77 1.36  0.119
Br 7.30 -0.31 -0.42  0.636
C -3.76 0.30 -0.53  -0.656
H 1.03 -0.74 2.01  0.058
C 3.42 1.16 -0.71  0.075
C -4.94 -1.45 0.57  -0.208
N 0.74 0.90 -0.92  0.200
H -0.36 -0.12 1.50  0.060
O -0.75 0.98 -1.07  0.069
C -4.56 -0.05 0.57  -0.048
C 4.49 -1.10 0.49  -0.085
H -4.75 -3.22 -0.97  0.189
C -1.59 1.23 -0.23  -0.378
C 3.22 -0.97 0.50  -0.132
S -3.67 -0.94 -1.63  1.082
H 2.61 -1.84 1.06  0.189
C 2.54 -0.01 0.05  -0.178
H -4.74 0.58 1.35  0.087
H 5.28 1.55 -1.23  0.079
C 4.66 1.00 -0.64  -0.222
O -1.38 1.49 1.14  -0.101
H -3.03 1.76 -1.58  0.162
C -3.11 1.44 -0.47  -0.169
C -4.62 -1.84 -0.52  -0.524
H 2.84 2.08 -1.06  0.147
H -3.48 2.21 -0.05  0.075
H 5.11 -1.91 0.46  0.068
N 0.56 -0.43 1.23  0.181
C 1.26 0.18 0.08  -0.301
C 5.28 -0.18 -0.35  -0.476

Its orbital gap is 7.57 eV. The calculation puts the energy at -101600.2634 eV. The value obtained for the HOMO energy is -8.4648 eV. The LUMO energy comes out at -0.89 eV. As for the energy above the lowest of the compared OMol25 structures with the same formula, charge and spin: 278.9 kcal per mole.

***

# 2
Below is C13H11ClF3N3O5PtS4 as an isolated structure at a distorted geometry, with properties calculated with ωB97M-V/def2-TZVPD.

Last column: Mulliken spin population.
Element x y z (Å)
F 3.87 0.97 -2.36  0.000
O 1.45 0.60 -0.24  0.037
C 3.17 -1.79 0.61  -0.001
C 0.92 -2.74 0.69  0.002
S -0.29 2.97 0.85  0.237
H 2.08 -2.24 2.45  0.000
H -3.29 0.92 1.79  -0.001
H 1.93 -2.34 -2.57  0.000
H 0.03 -3.08 1.24  0.000
C 1.99 -2.32 -1.48  -0.001
H -3.98 -1.51 2.56  0.000
O -2.83 2.97 0.50  0.005
H 4.17 -1.06 2.24  0.000
S -0.64 -2.99 -1.56  -0.002
C 2.06 -2.28 1.35  -0.001
C 1.81 1.41 -1.13  -0.010
C -3.37 -1.24 1.72  0.007
N -1.29 -1.47 -1.40  0.034
H 4.86 -0.67 0.76  0.000
C -1.98 -1.27 -0.29  -0.019
H -4.22 4.51 0.28  0.000
O 0.99 2.00 -1.93  0.034
O -1.42 -3.99 -0.88  0.003
C -1.85 3.63 1.22  0.003
Cl -2.51 2.09 -2.50  0.185
C 3.36 1.72 -1.30  0.002
F 4.07 1.38 -0.17  0.000
C -4.18 3.46 0.60  0.002
C 0.89 -2.72 -0.72  0.000
H -4.56 3.36 1.63  -0.001
C 3.14 -1.86 -0.82  0.003
H 4.01 -1.56 -1.38  -0.001
N -2.21 0.06 0.14  0.146
S -2.17 4.85 2.31  0.010
C -2.99 0.01 1.30  -0.002
O -0.41 -3.16 -2.97  0.000
S -2.78 -2.50 0.79  0.006
Pt -0.95 1.30 -0.93  1.322
F 3.57 3.03 -1.56  0.000
N 4.27 -1.31 1.27  0.000
H -4.75 2.84 -0.11  0.001

Its net charge is -2. Its orbital gap (alpha / beta) is 5.64 / 6.33 eV. The calculation puts the energy at -95631.9004 eV. The multiplicity is 3. The value obtained for the HOMO energy (alpha / beta) is -1.1262 / -1.8283 eV. The LUMO energy (alpha / beta) comes out at 4.51 / 4.50 eV. As for the energy above the lowest of the compared OMol25 structures with the same formula, charge and spin: 0.0 kcal per mole.

***

# 3
Below is one molecule with the formula C13H11ClF3N5 at a distorted geometry, with properties calculated with ωB97M-V/def2-TZVPD.

Last column: Löwdin charge in e.
Element x y z (Å)
C 3.12 -0.21 4.19  -0.091
C -2.83 0.74 -5.45  -0.055
F 4.99 -1.30 5.14  0.142
H -4.19 -0.95 -2.89  0.079
C 0.81 -0.10 -0.42  -0.118
N -3.00 0.16 -4.14  -0.207
H -2.78 -0.05 -6.20  0.092
F 4.71 0.77 5.64  0.142
F 3.41 -0.72 6.48  0.143
H 4.40 1.17 3.13  0.125
C 0.47 -0.06 0.94  -0.161
C 1.43 -0.06 2.04  -0.253
H -1.92 1.33 -5.49  0.087
C 1.90 -0.88 4.13  -0.058
N 1.10 -0.80 3.09  0.137
N -0.08 -0.09 -1.37  0.132
C -4.16 -0.66 -3.94  -0.044
H -4.11 -1.55 -4.57  0.093
N -1.81 -0.07 0.25  0.137
H -3.68 1.38 -5.69  0.091
H 1.57 -1.51 4.95  0.127
C 3.48 0.60 3.12  -0.015
N -2.33 -0.10 -1.97  0.106
H 1.84 -0.18 -0.74  0.097
H -1.27 0.99 -3.41  0.138
C 2.62 0.69 2.03  -0.559
H -5.06 -0.10 -4.20  0.092
Cl 3.02 1.76 0.74  0.743
C -1.38 -0.05 -1.01  -0.421
C -0.91 -0.07 1.20  -0.074
C -2.13 0.36 -3.15  -0.169
C 4.04 -0.36 5.36  -0.592
H -1.27 -0.07 2.22  0.116

Its orbital gap is 8.24 eV. The calculation puts the energy at -41785.4834 eV. As for the SMILES: CN(C)/C=N/c1ncc(-c2ncc(C(F)(F)F)cc2Cl)cn1. The value obtained for the HOMO energy is -8.2502 eV. The LUMO energy comes out at -0.01 eV.

***

# 4
Below is C13H11F6N6O6S3V as an isolated structure at a distorted geometry, with properties calculated with ωB97M-V/def2-TZVPD.

Last column: Mulliken spin population.
Element x y z (Å)
F -4.01 -1.06 -2.41  0.000
H 0.58 1.93 2.12  -0.001
N 2.73 7.06 1.36  0.009
H -0.23 -3.12 -1.01  0.000
C 2.23 6.06 1.08  -0.004
H 0.75 -3.49 -2.33  0.000
F -0.56 -2.53 2.67  0.000
O -4.21 -1.93 0.32  0.000
H 2.07 -5.13 -0.70  0.000
S -1.41 -0.17 1.76  -0.004
H 3.78 -0.37 -0.01  0.001
F -1.39 -1.19 4.14  0.000
C 2.44 -3.12 -0.11  0.001
N 1.61 -2.38 -0.94  -0.001
C -1.54 -1.68 2.94  0.000
H 1.49 5.32 -1.37  0.000
S 1.51 0.26 -1.84  -0.011
H 3.11 -4.92 0.73  0.000
C 2.23 -4.55 0.21  0.000
O -3.65 1.62 -2.15  -0.008
C 0.75 2.66 1.34  0.033
C 1.35 3.86 1.69  -0.016
H 1.36 -4.67 0.85  0.000
F -2.87 -2.88 -2.26  0.000
H 0.44 3.20 -2.00  -0.001
C 2.08 -1.12 -0.98  -0.005
O -1.77 -2.48 0.22  0.001
C 0.68 3.37 -0.96  0.006
C -2.65 2.22 -1.98  0.004
H 1.61 4.05 2.73  -0.001
C 0.41 2.41 0.02  -0.150
O -1.52 0.97 2.59  0.001
F -2.72 -2.24 2.81  0.000
V -0.47 0.68 -0.58  1.189
H -2.49 3.30 -1.97  -0.001
F -1.84 -0.99 -2.43  0.002
N 3.16 -1.15 -0.21  -0.002
O -1.45 1.55 -1.75  -0.053
S -2.89 -1.61 -0.07  0.002
N 3.40 -2.37 0.33  -0.002
N 0.49 -2.79 -1.64  0.000
O -0.06 -0.32 1.07  -0.008
C -2.92 -1.60 -1.94  0.000
N -2.47 -0.08 0.53  0.012
C 1.28 4.57 -0.61  -0.015
C 1.61 4.82 0.72  0.022

Its net charge is +1. Its orbital gap (alpha / beta) is 6.83 / 7.48 eV. The calculation puts the energy at -109373.6792 eV. The multiplicity is 2. The value obtained for the HOMO energy (alpha / beta) is -12.4204 / -12.4796 eV. The LUMO energy (alpha / beta) comes out at -5.59 / -5.00 eV. As for the energy above the lowest of the compared OMol25 structures with the same formula, charge and spin: 50.4 kcal per mole.

***

# 5
Below is C13H12Br2MnN2OSbSe4 as an isolated structure, with properties calculated with ωB97M-V/def2-TZVPD.

Last column: Mulliken spin population.
Element x y z (Å)
Mn 0.74 0.66 0.71  3.055
O -0.64 -1.46 2.72  -0.010
Br -4.45 2.08 -3.53  0.003
H 2.51 -0.88 3.05  0.004
H 1.47 -2.16 3.77  -0.003
C -1.06 0.46 -1.73  0.103
Se 0.26 2.11 2.58  -0.020
H -1.63 -0.50 1.16  0.009
C -0.04 -0.49 -1.96  0.160
Se 3.06 5.11 2.40  -0.008
C 1.03 -2.23 -3.21  -0.029
Se 3.74 1.74 4.67  -0.003
C 1.87 -1.54 -1.12  -0.090
C -2.96 2.41 -1.11  0.203
C -1.91 2.08 -0.27  -0.082
C 0.50 -0.93 2.33  0.031
H -0.68 -1.20 -3.93  0.027
C -2.12 0.73 -2.64  0.054
H 2.78 -3.12 -2.27  0.029
Sb 2.72 2.73 2.70  -0.002
N 0.92 -0.63 -0.98  0.090
C 0.04 -1.30 -3.13  0.068
C -3.03 1.69 -2.32  -0.003
H -1.77 2.59 0.68  -0.005
C 1.51 -1.13 3.41  0.006
H -3.66 3.19 -0.87  0.024
H 2.60 -1.57 -0.31  0.007
H 1.30 -0.45 4.24  0.002
H -2.64 -1.30 2.40  0.000
Se 3.08 1.37 0.62  0.002
H -2.20 0.20 -3.58  0.029
Br 1.14 -3.34 -4.77  0.002
C 1.99 -2.39 -2.20  0.210
H -1.75 -2.28 1.20  -0.001
C -1.73 -1.37 1.80  0.007
N -1.01 1.14 -0.53  0.131

Its net charge is -2. Its orbital gap (alpha / beta) is 4.50 / 4.84 eV. The calculation puts the energy at -458033.7363 eV. The multiplicity is 5. The value obtained for the HOMO energy (alpha / beta) is -0.8484 / -1.1824 eV. The LUMO energy (alpha / beta) comes out at 3.66 / 3.65 eV. As for the energy above the lowest of the compared OMol25 structures with the same formula, charge and spin: 0.0 kcal per mole.

***

# 6
Below is C13H12Br2N5OPtS as an isolated structure at a distorted geometry, with properties calculated with ωB97M-V/def2-TZVPD.

Last column: Löwdin charge in e.
Element x y z (Å)
S -2.24 -1.04 -2.67  0.635
H -2.37 -2.10 0.23  0.050
C 4.14 -1.34 1.40  -0.159
C 1.85 -1.35 2.23  -0.184
C 0.86 -1.29 3.23  0.008
H 0.45 1.17 -2.99  0.132
C -1.14 3.96 -1.58  0.014
C -2.34 0.62 -2.37  -0.708
C -1.89 2.74 -1.93  -0.307
H 5.20 -1.26 1.58  0.104
H -4.40 1.08 -2.52  0.176
Br 4.91 -1.56 -1.35  0.819
H -0.59 3.83 -0.64  0.094
N 0.02 1.13 -2.07  0.091
Pt -0.19 -1.50 -1.68  0.907
C 1.40 -1.49 0.90  -0.151
H -1.23 -1.33 3.64  0.123
C -0.46 -1.36 2.89  0.011
N -1.32 1.50 -2.12  -0.082
H -1.85 4.77 -1.45  0.100
C 3.69 -1.50 0.09  -0.603
N -3.17 2.66 -2.06  0.143
C -0.83 -1.46 1.54  -0.302
C 2.31 -1.59 -0.22  -0.438
H -2.61 -0.48 0.89  0.087
C -2.26 -1.49 1.12  -0.031
Br 3.93 -1.02 4.20  0.806
H -0.43 4.23 -2.36  0.098
C 3.25 -1.27 2.45  -0.620
O 1.89 -1.75 -1.41  -0.226
N 0.09 -1.53 0.59  0.047
N -3.45 1.37 -2.34  0.062
H 1.15 -1.18 4.27  0.092
H -2.89 -1.88 1.91  0.090
H 0.53 1.72 -1.41  0.121

Its net charge is +1. Its orbital gap (alpha / beta) is 5.06 / 4.91 eV. The calculation puts the energy at -177333.3677 eV. The value obtained for the HOMO energy (alpha / beta) is -10.3579 / -10.3519 eV. The LUMO energy (alpha / beta) comes out at -5.30 / -5.44 eV. As for the energy above the lowest of the compared OMol25 structures with the same formula, charge and spin: 26.3 kcal per mole.

***

# 7
Below is one molecule with the formula C13H12BrN2PS at a distorted geometry, with properties calculated with ωB97M-V/def2-TZVPD.

Last column: Löwdin charge in e.
Element x y z (Å)
N 3.16 -0.60 0.42  0.143
C -3.47 0.79 0.69  -0.152
C 3.41 0.68 0.66  -0.061
C 1.40 -2.11 -0.23  -0.035
H -0.67 -4.84 0.26  -0.020
H -1.43 1.31 1.38  0.112
N 1.22 1.62 0.09  0.184
S 1.06 -5.12 -1.87  0.086
C -0.83 -1.31 -0.86  -0.073
H 3.20 5.07 2.08  0.046
H 4.44 0.93 0.99  0.125
H -3.71 0.68 1.77  0.072
H -4.30 1.38 0.24  0.066
C -0.43 0.00 -0.63  -0.190
C 0.11 -2.41 -0.66  -0.383
C 1.85 -0.76 0.02  -0.191
H -3.45 -0.23 0.24  0.048
H 2.10 -2.95 -0.07  0.099
C -2.10 1.54 0.52  -0.254
H -1.58 -4.12 -1.77  -0.014
C 2.47 1.77 0.51  -0.245
C 0.92 0.31 -0.16  -0.145
H -1.86 -1.53 -1.18  0.071
C 3.09 4.19 1.45  0.125
H -2.29 2.63 0.55  0.109
H -0.79 2.07 -1.16  0.079
C 2.92 3.15 0.86  -0.057
P -0.39 -4.18 -0.97  0.353
Br -2.65 0.84 -2.33  0.719
C -1.40 1.20 -0.84  -0.614

Its orbital gap is 7.55 eV. The calculation puts the energy at -106820.0071 eV. As for the SMILES: C#Cc1cnc2cc([PH2]=S)cc([C@@H](Br)CC)c2n1. The value obtained for the HOMO energy is -8.6626 eV. The LUMO energy comes out at -1.11 eV.

***

# 8
Below is a 3-piece molecular cluster, C13H12Cl4 overall at a distorted geometry, with properties calculated with ωB97M-V/def2-TZVPD.

Last column: Löwdin charge in e.
Element x y z (Å)
Cl -19.83 -16.58 -31.36  0.539
C -23.93 -19.96 -33.47  -0.097
H -22.98 -18.05 -33.18  0.079
C -22.58 -21.86 -32.86  -0.097
Cl -20.80 -15.88 -28.74  0.559
Cl -22.59 -15.93 -30.99  0.543
C -21.65 -21.01 -32.28  -0.098
C -21.81 -19.63 -32.36  -0.098
C -20.83 -13.44 -26.28  -0.132
H -21.93 -13.98 -24.52  0.100
H -24.55 -21.99 -33.72  0.099
C -23.78 -21.34 -33.32  -0.098
H -21.87 -11.32 -28.69  0.099
C -20.80 -12.69 -27.44  -0.147
H -23.84 -11.24 -27.22  0.101
C -21.94 -13.41 -25.44  -0.094
C -21.89 -11.89 -27.77  -0.100
H -20.85 -21.41 -31.68  0.100
C -22.93 -19.12 -33.02  -0.105
H -21.17 -19.00 -31.76  0.053
H -23.89 -12.59 -25.13  0.100
C -20.96 -15.55 -30.47  -2.048
C -23.00 -11.87 -26.95  -0.096
H -19.92 -12.74 -28.07  0.083
H -19.96 -14.01 -25.97  0.101
H -22.47 -22.93 -32.72  0.099
Cl -20.61 -13.86 -30.82  0.553
H -24.86 -19.55 -33.82  0.100
C -23.04 -12.65 -25.80  -0.097

Its orbital gap is 9.59 eV. The calculation puts the energy at -63764.6312 eV. As for the SMILES: ClC(Cl)(Cl)Cl.c1ccccc1.c1ccccc1. The value obtained for the HOMO energy is -9.3028 eV. The LUMO energy comes out at 0.29 eV. As for the energy above the lowest of the compared OMol25 structures with the same formula, charge and spin: 5.0 kcal per mole.